Entry 1:
{
  "formula": "C17H31Cl2MgN2O7P2STe",
  "method": "the ωB97M-V functional and the def2-TZVPD basis",
  "elements": ["Mg", "Cl", "C", "C", "C", "C", "C", "Cl", "C", "S", "H", "H", "H", "N", "N", "C", "O", "O", "H", "H", "H", "C", "P", "C", "C", "O", "H", "H", "H", "H", "H", "H", "H", "H", "H", "C", "C", "C", "O", "H", "H", "H", "H", "H", "H", "C", "C", "O", "P", "O", "Te", "O", "C", "C", "H", "H", "H", "H", "H", "H", "H", "H", "H", "H"],
  "xyz": [[1.30, -0.90, 0.16], [-2.92, -1.49, -1.33], [-1.94, -1.90, -2.70], [-2.54, -2.85, -3.53], [-2.04, -3.20, -4.81], [-0.93, -2.50, -5.23], [-0.30, -1.54, -4.41], [0.97, -0.66, -5.16], [-0.74, -1.23, -3.07], [0.11, -0.05, -2.12], [-3.42, -3.34, -3.12], [-2.52, -3.94, -5.44], [-0.61, -2.73, -6.24], [-0.68, -0.91, 1.22], [-0.49, -2.21, 1.70], [0.37, -3.18, 1.00], [0.39, -4.28, 1.57], [0.99, -2.81, -0.06], [-0.91, -0.23, 1.95], [-1.43, -0.85, 0.50], [-1.25, -2.64, 2.21], [4.82, -1.55, -0.33], [4.39, -1.74, 1.42], [5.53, -0.77, 2.40], [4.57, -3.51, 1.73], [2.91, -1.20, 1.54], [5.67, -2.20, -0.59], [5.08, -0.53, -0.56], [3.93, -1.80, -0.91], [6.51, -1.26, 2.56], [5.05, -0.54, 3.38], [5.71, 0.18, 1.91], [5.07, -4.00, 0.87], [3.56, -3.89, 1.83], [5.15, -3.68, 2.66], [2.62, 2.84, 1.45], [1.70, 1.66, 1.58], [1.30, 1.38, 3.01], [1.30, 0.99, 0.56], [3.13, 2.85, 2.40], [2.05, 3.75, 1.37], [3.26, 2.67, 0.63], [0.60, 2.14, 3.35], [2.14, 1.46, 3.70], [0.88, 0.37, 3.11], [-2.73, 3.24, -3.44], [-2.51, 3.77, -2.03], [-3.05, 2.88, -0.94], [-2.63, 2.72, 0.61], [-2.02, 1.42, 1.03], [-1.41, 4.66, 1.51], [-4.12, 2.93, 1.24], [-5.13, 1.91, 1.32], [-5.23, 1.29, 2.69], [-2.02, 3.77, -4.11], [-3.76, 3.47, -3.74], [-2.55, 2.16, -3.44], [-2.97, 4.76, -1.92], [-1.45, 3.90, -1.75], [-4.84, 1.20, 0.56], [-6.08, 2.37, 1.08], [-4.27, 1.17, 3.17], [-5.71, 0.30, 2.62], [-5.83, 1.91, 3.36]],
  "lowdin_charge": [0.5269, 0.7065, -0.6598, -0.1476, -0.1090, -0.1636, -0.6964, 0.6224, -0.7250, 0.5422, 0.0828, 0.0930, 0.0909, -0.0376, -0.0272, -0.6939, -0.0287, -0.1157, 0.0739, 0.0087, 0.1166, -0.1587, 0.6522, -0.1766, -0.1493, -0.4022, 0.0565, 0.0524, 0.0641, 0.0628, 0.0731, 0.0480, 0.0641, 0.0592, 0.0590, 0.0025, -0.3561, -0.0061, -0.0977, 0.0711, 0.0635, 0.0789, 0.0898, 0.0775, 0.0822, -0.0809, -0.2485, -0.3168, 0.0994, -0.4033, 0.0889, -0.3515, -0.2967, -0.0878, 0.0847, 0.0666, 0.0690, 0.1005, 0.0832, 0.1008, 0.1092, 0.0713, 0.0760, 0.0666],
  "e_above_lowest_kcal_mol": 0.0,
  "total_charge": -1
}



Entry 2:
{
  "formula": "C39H27AuClF3N3O5PSb",
  "method": "the ωB97M-V functional and the def2-TZVPD basis",
  "elements": ["Au", "O", "Cl", "O", "O", "O", "C", "C", "C", "C", "C", "C", "P", "C", "C", "C", "C", "C", "C", "C", "C", "C", "C", "C", "C", "H", "H", "H", "H", "H", "H", "H", "H", "H", "H", "H", "H", "H", "H", "H", "F", "C", "C", "C", "C", "C", "C", "Sb", "C", "C", "C", "C", "F", "C", "C", "C", "C", "C", "C", "F", "C", "C", "H", "H", "H", "H", "H", "H", "H", "H", "H", "H", "H", "H", "O", "N", "C", "C", "N", "C", "N"],
  "xyz": [[-2.22, -0.57, 0.60], [0.76, -2.86, 0.36], [-0.58, -3.41, 0.41], [-1.11, -3.23, 1.75], [-0.58, -4.79, 0.05], [-1.42, -2.67, -0.55], [-2.22, -1.31, 6.67], [-2.39, -2.09, 5.54], [-2.20, -1.55, 4.27], [-1.82, -0.21, 4.15], [-1.64, 0.57, 5.29], [-1.84, 0.02, 6.55], [-1.49, 0.47, 2.50], [-2.34, 2.08, 2.46], [-3.50, 2.28, 3.21], [-4.29, 3.41, 3.00], [-3.93, 4.34, 2.03], [-2.79, 4.13, 1.27], [-2.01, 3.01, 1.47], [0.30, 0.78, 2.64], [0.90, 2.03, 2.73], [2.29, 2.12, 2.86], [3.06, 0.97, 2.91], [2.46, -0.28, 2.81], [1.09, -0.38, 2.67], [-2.37, -1.74, 7.65], [-2.68, -3.13, 5.63], [-2.31, -2.15, 3.38], [-1.33, 1.60, 5.19], [-1.70, 0.63, 7.43], [-3.79, 1.55, 3.96], [-5.20, 3.54, 3.57], [-4.56, 5.20, 1.86], [-2.52, 4.84, 0.49], [-1.16, 2.82, 0.83], [0.30, 2.93, 2.72], [2.76, 3.09, 2.92], [4.14, 1.05, 3.01], [3.06, -1.18, 2.84], [0.61, -1.35, 2.56], [2.48, 4.25, -5.52], [2.10, 3.25, -4.68], [1.55, 2.11, -5.22], [1.16, 1.08, -4.36], [1.33, 1.20, -2.98], [1.89, 2.38, -2.48], [2.29, 3.41, -3.33], [0.91, -0.34, -1.50], [3.04, -0.84, -1.57], [3.70, -1.10, -2.77], [5.06, -1.37, -2.80], [5.76, -1.36, -1.61], [7.09, -1.61, -1.64], [5.16, -1.10, -0.40], [3.79, -0.85, -0.39], [0.45, -1.89, -2.91], [-0.59, -1.76, -3.82], [-0.99, -2.82, -4.63], [-0.34, -4.03, -4.48], [-0.74, -5.08, -5.25], [0.69, -4.21, -3.59], [1.08, -3.14, -2.81], [1.42, 2.02, -6.29], [0.74, 0.18, -4.78], [2.03, 2.50, -1.41], [2.73, 4.32, -2.95], [3.14, -1.10, -3.70], [5.58, -1.58, -3.73], [5.75, -1.11, 0.51], [3.29, -0.65, 0.55], [-1.13, -0.82, -3.90], [-1.80, -2.73, -5.34], [1.15, -5.19, -3.48], [1.88, -3.28, -2.08], [-1.85, 0.48, -1.64], [-2.63, 0.51, -2.63], [-3.89, 0.13, -2.51], [-4.74, 0.19, -3.66], [-5.47, 0.23, -4.55], [-4.39, -0.30, -1.24], [-4.39, -0.56, -0.11]],
  "lowdin_charge": [0.6566, -0.4139, 0.6429, -0.4002, -0.3215, -0.4489, -0.0895, -0.0709, -0.0773, -0.3559, -0.0967, -0.0850, 0.9613, -0.3632, -0.0894, -0.0826, -0.0905, -0.0778, -0.1096, -0.3470, -0.0864, -0.0835, -0.0907, -0.0951, -0.0931, 0.0990, 0.1059, 0.0741, 0.1117, 0.0999, 0.1019, 0.1014, 0.0996, 0.1050, 0.1072, 0.0933, 0.1002, 0.1029, 0.1123, 0.0919, 0.0341, -0.2957, -0.0147, -0.1063, -0.3656, -0.1367, -0.0253, 1.5463, -0.3642, -0.1150, -0.0146, -0.2945, 0.0337, -0.0188, -0.1146, -0.3732, -0.1331, -0.0072, -0.2847, 0.0389, -0.0042, -0.1270, 0.1141, 0.0836, 0.0886, 0.1113, 0.1005, 0.1135, 0.1111, 0.0574, 0.0746, 0.1163, 0.1180, 0.0971, -0.3088, -0.0501, -0.3195, -0.2092, 0.1244, -0.1601, 0.0810],
  "total_energy_ev": -95775.2936,
  "total_charge": -1
}



Entry 3:
{
  "formula": "C12H18ClN3O3",
  "method": "the ωB97M-V functional and the def2-TZVPD basis",
  "elements": ["C", "C", "C", "C", "N", "C", "C", "C", "N", "N", "C", "C", "O", "O", "C", "C", "O", "C", "Cl", "H", "H", "H", "H", "H", "H", "H", "H", "H", "H", "H", "H", "H", "H", "H", "H", "H", "H"],
  "xyz": [[-5.31, 0.27, -1.25], [-4.49, -0.38, -0.34], [-3.24, 0.33, -0.05], [-2.08, 0.55, -1.07], [-0.81, 1.17, -0.57], [-0.88, 2.73, -0.68], [0.13, 0.44, -0.17], [0.81, 1.05, 0.93], [1.81, 0.82, 1.60], [2.17, -0.75, 1.44], [3.19, -1.19, 2.46], [4.43, -1.09, 1.61], [5.51, -1.63, 2.07], [4.21, -0.82, 0.17], [5.41, -0.89, -0.48], [1.42, -1.47, 0.61], [1.83, -2.89, 0.52], [0.50, -0.91, -0.27], [-0.30, -2.01, -1.38], [-5.45, 1.34, -0.94], [-4.83, 0.16, -2.32], [-6.14, -0.24, -1.61], [-4.09, -1.44, -0.69], [-4.86, -0.46, 0.64], [-3.41, 1.42, 0.35], [-2.51, 0.09, 0.75], [-2.58, 1.01, -2.02], [-1.87, -0.45, -1.66], [-1.55, 2.77, -1.64], [-1.28, 2.93, 0.34], [0.06, 2.98, -0.78], [0.73, 2.22, 1.02], [3.31, -0.63, 3.34], [2.98, -2.29, 2.37], [5.43, 0.07, -1.31], [5.44, -1.88, -1.02], [6.33, -0.90, 0.02]],
  "lowdin_charge": [-0.1409, -0.3452, -0.2364, -0.2246, -0.1076, 0.0538, -0.2977, -0.1494, 0.2092, -0.0269, 0.0028, -0.2851, 0.0329, -0.0866, -0.1386, -0.3602, -0.1927, -0.4599, 0.7431, 0.1127, 0.1242, 0.0496, 0.1691, 0.1040, 0.1410, 0.1185, 0.1277, 0.0659, 0.1334, 0.1021, 0.0176, 0.1571, 0.1196, 0.1561, 0.1579, 0.1099, 0.0437],
  "e_above_lowest_kcal_mol": 211.1,
  "total_charge": 0,
  "smiles": "CCCCN(C)c1cnn(CC(=O)OC)c(=O)c1Cl"
}



Entry 4:
{
  "formula": "C24H33Cl2N4O3Pt",
  "method": "the ωB97M-V functional and the def2-TZVPD basis",
  "elements": ["O", "C", "C", "C", "H", "C", "H", "C", "H", "C", "H", "C", "H", "H", "C", "C", "H", "H", "H", "C", "C", "H", "H", "H", "H", "Pt", "Cl", "Cl", "C", "O", "N", "C", "C", "H", "H", "H", "H", "H", "H", "H", "H", "H", "C", "C", "N", "H", "C", "O", "H", "H", "H", "H", "N", "C", "N", "C", "C", "C", "C", "C", "C", "H", "H", "H", "H", "H", "H"],
  "xyz": [[0.69, 1.98, -1.91], [0.45, 1.72, -3.13], [1.19, 2.51, -4.10], [1.87, 3.67, -3.66], [1.81, 3.94, -2.60], [2.60, 4.44, -4.56], [3.10, 5.35, -4.22], [2.70, 4.04, -5.91], [3.26, 4.65, -6.62], [2.05, 2.87, -6.35], [2.14, 2.57, -7.39], [1.29, 2.12, -5.46], [0.79, 1.21, -5.78], [-0.18, 0.86, -3.42], [-2.53, 1.78, -2.24], [-1.92, 0.64, -1.53], [-3.62, 1.78, -2.09], [-2.34, 1.72, -3.32], [-2.13, 2.72, -1.85], [-2.44, -0.57, -1.27], [-3.84, -1.04, -1.46], [-1.77, -1.29, -0.82], [-4.25, -0.82, -2.45], [-4.53, -0.62, -0.72], [-3.85, -2.13, -1.32], [-0.16, 0.89, -0.43], [-0.92, 2.89, 0.45], [0.62, -0.97, -1.67], [-2.26, 0.43, 2.14], [-1.27, -0.11, 1.58], [-2.71, 0.10, 3.36], [-2.16, -1.01, 4.13], [-3.81, 0.82, 3.98], [-2.84, 1.24, 1.66], [-1.36, -1.50, 3.57], [-2.95, -1.72, 4.38], [-1.76, -0.63, 5.08], [-4.08, 1.67, 3.35], [-3.50, 1.19, 4.97], [-4.68, 0.17, 4.11], [0.02, -5.91, 1.72], [1.79, -6.29, -0.07], [-0.42, -5.18, 1.03], [1.35, -5.47, -0.66], [0.61, -4.57, 0.21], [-0.94, -4.40, 1.59], [1.03, -3.30, 0.45], [0.74, -2.62, 1.42], [2.15, -4.91, -1.15], [1.67, -2.93, -0.38], [-1.13, -5.70, 0.38], [0.69, -5.90, -1.42], [3.47, -0.33, 1.32], [2.66, -0.07, 0.26], [1.59, 0.60, 0.69], [1.73, 0.86, 2.05], [0.97, 1.60, 2.95], [1.37, 1.62, 4.29], [2.54, 0.96, 4.70], [3.33, 0.26, 3.78], [2.91, 0.23, 2.46], [4.34, -0.85, 1.26], [2.85, -0.40, -0.75], [0.13, 2.17, 2.56], [0.77, 2.17, 5.01], [2.82, 1.02, 5.75], [4.25, -0.26, 4.06]],
  "lowdin_charge": [-0.3509, -0.3228, -0.2218, -0.0552, 0.1052, -0.1247, 0.0866, -0.1599, 0.0732, -0.1421, 0.0825, -0.0767, 0.0978, 0.0689, -0.1553, -0.4487, 0.0692, 0.0745, 0.0181, -0.2890, -0.1253, 0.0223, 0.0650, 0.0637, 0.0579, 0.8589, 0.0237, 0.1741, -0.3137, -0.1153, -0.1876, -0.0378, -0.0590, 0.1082, 0.0865, 0.0855, 0.0868, 0.0876, 0.0862, 0.0854, 0.0854, 0.0834, -0.0571, -0.0661, -0.2039, 0.0841, -0.3779, -0.0065, 0.0856, 0.0658, 0.0857, 0.0854, 0.1206, -0.1691, -0.0712, -0.2136, -0.0321, -0.0928, -0.1080, -0.0333, -0.1959, 0.1576, 0.0841, 0.0225, 0.0953, 0.0901, 0.1000],
  "e_above_lowest_kcal_mol": 0.0,
  "spin_multiplicity": 3,
  "total_charge": -1
}